Formula: C4H4FNO2
Source: the Open Molecules 2025 dataset
Level of theory: ωB97M-V/def2-TZVPD

XYZ file:
```
12
Properties=species:S:1:pos:R:3:nbo_charge:R:1
C 1.21134 0.35070 -2.04802 -0.348
C 0.68889 0.17115 -0.84105 0.257
F 1.57391 0.07402 0.19567 -0.324
C -0.66416 0.29448 -0.38382 0.614
O -1.64497 0.80557 -0.87144 -0.444
N -0.82382 -0.52703 0.91616 0.063
C -0.75179 -0.08294 2.11710 -0.193
O -1.13147 -1.68470 0.57698 -0.499
H 2.30571 0.12559 -1.89612 0.227
H 0.83579 0.30440 -3.00071 0.232
H -0.99240 -0.77902 2.92853 0.214
H -0.60704 0.94778 2.30670 0.199
```

The SMILES is C=C(F)C(=O)[N+](=C)[O-]. As for the multiplicity: 1. The calculation puts the gap between HOMO and LUMO at 0.3114 Ha.

Formula: C5H10O3
Source: the Open Molecules 2025 dataset
Level of theory: ωB97M-V/def2-TZVPD

XYZ file:
```
18
Properties=species:S:1:pos:R:3:nbo_charge:R:1
C 0.29350 1.63801 -0.76098 -0.655
C 0.40504 0.13956 -1.02540 0.122
O 1.73040 -0.23703 -1.34980 -0.724
C -0.00265 -0.73762 0.17489 -0.342
C 0.69721 -0.32464 1.47328 -0.605
C -1.49640 -0.71017 0.39940 0.805
O -2.19367 0.26864 0.44101 -0.607
O -1.98810 -1.94031 0.58481 -0.682
H -0.69494 1.86925 -0.37710 0.248
H 1.04425 1.95148 -0.04033 0.210
H 0.44760 2.19127 -1.68641 0.205
H -0.26054 -0.11997 -1.86807 0.160
H 2.06695 0.37186 -2.01552 0.471
H 0.28514 -1.76394 -0.06830 0.237
H 1.76533 -0.24857 1.29017 0.229
H 0.52494 -1.07388 2.24236 0.217
H 0.31886 0.63103 1.82653 0.215
H -2.94292 -1.90496 0.75944 0.496
```

The SMILES is C[C@@H](O)[C@@H](C)C(=O)O. As for the multiplicity: 1. The calculation puts the gap between HOMO and LUMO at 0.4109 Ha.

Formula: C14H36O17P3SV
Source: the Open Molecules 2025 dataset
Level of theory: ωB97M-V/def2-TZVPD

XYZ file:
```
72
Properties=species:S:1:pos:R:3:lowdin_spin:R:1
V -18.11081 -18.16239 -2.96634 2.931
O -14.21208 -17.81498 -2.14139 0.001
C -15.51735 -17.89858 -2.47556 0.005
O -16.28105 -18.63961 -1.80261 -0.011
O -15.95990 -17.18517 -3.41478 0.015
H -13.95795 -17.06182 -2.70700 0.000
C -13.30480 -21.42445 3.40740 0.000
O -12.49753 -20.22342 3.42879 0.000
P -13.21986 -18.81350 3.51025 0.000
O -14.45021 -18.82785 4.34436 0.000
O -12.07866 -17.80733 3.93109 0.000
C -11.62324 -17.84254 5.28341 0.000
O -13.48803 -18.27856 2.02976 0.000
C -14.38541 -18.95500 1.16246 0.000
H -14.37107 -21.26786 3.54143 0.000
H -12.91280 -22.00402 4.24204 0.000
H -13.09092 -21.95726 2.48306 0.000
H -10.65086 -18.32978 5.38307 0.000
H -12.29812 -18.29202 6.00840 0.000
H -11.43129 -16.80319 5.55244 0.000
H -14.93377 -19.76648 1.63308 0.000
H -13.71664 -19.36233 0.38214 0.000
H -14.94018 -18.31946 0.47012 0.000
C -18.86549 -16.85522 1.00404 0.000
O -18.45556 -18.19422 1.23012 0.001
P -19.02409 -19.39341 0.36653 0.004
O -18.93272 -19.09296 -1.08344 0.026
O -18.14477 -20.62235 0.79080 0.000
C -17.97080 -20.93985 2.19266 0.000
O -20.47381 -19.70424 0.94354 0.001
C -21.66037 -19.27829 0.22482 0.000
H -18.12469 -16.22504 0.51185 0.000
H -19.09268 -16.36305 1.94930 0.000
H -19.79567 -16.82389 0.42992 0.000
H -18.06565 -20.07205 2.84460 0.000
H -16.96204 -21.32948 2.28070 0.000
H -18.71302 -21.66860 2.51039 0.000
H -22.08241 -20.15543 -0.25613 0.000
H -21.39646 -18.46418 -0.44942 0.000
H -22.39211 -18.84661 0.90573 0.000
C -19.90571 -22.24108 -2.37766 0.000
O -18.94107 -22.59460 -3.39940 0.001
P -17.68787 -21.75511 -3.79489 0.004
O -17.71500 -20.29144 -3.56165 0.021
O -16.48186 -22.51103 -3.07188 0.000
C -15.53189 -21.79930 -2.25005 0.000
O -17.52651 -22.14888 -5.31957 0.000
C -16.47297 -21.56175 -6.11029 0.000
H -19.81325 -22.99425 -1.59660 0.000
H -20.89791 -22.35671 -2.80448 0.000
H -19.66415 -21.24352 -2.02671 0.000
H -14.62189 -21.65645 -2.81756 0.000
H -15.40851 -22.38287 -1.33323 0.000
H -15.96762 -20.89951 -1.80942 0.000
H -15.99050 -20.77739 -5.52838 0.000
H -16.93159 -21.21559 -7.03195 0.000
H -15.72420 -22.30352 -6.38516 0.000
C -13.83003 -15.49626 0.11856 0.000
C -14.02522 -14.46547 -1.00375 0.000
C -12.66842 -13.82691 -1.22955 0.000
S -12.09208 -13.46363 0.44644 0.000
O -12.65439 -12.18390 0.76936 0.000
O -10.68517 -13.77980 0.59707 0.000
C -13.07923 -14.78694 1.22643 0.000
H -13.20650 -16.32312 -0.22887 0.000
H -14.76006 -15.95324 0.45684 0.000
H -14.62182 -13.64079 -0.58085 0.000
H -14.61159 -14.74591 -1.87884 0.000
H -12.62568 -12.92181 -1.82895 0.000
H -11.99641 -14.56121 -1.68701 0.000
H -13.65623 -14.38735 2.05806 0.000
H -12.32473 -15.44276 1.66284 0.000
```

As for the multiplicity: 4. Its charge is +1. Its expectation value of S² is 3.7553. The calculation puts the gap between HOMO and LUMO (alpha / beta) at 0.2766 / 0.2748 Ha.

Formula: CH6N4O
Source: the Open Molecules 2025 dataset
Level of theory: ωB97M-V/def2-TZVPD

XYZ file:
```
12
Properties=species:S:1:pos:R:3:nbo_charge:R:1
N -1.49266 0.91998 -1.24829 -0.872
C -0.23940 0.68963 -1.23131 0.672
N 0.77595 0.34736 -1.85320 -0.720
H -1.88979 1.32939 -2.07943 0.407
H 1.62103 0.24339 -1.30398 0.375
N 0.99275 -1.04699 0.59292 -0.637
N -0.18763 -0.33948 0.68157 -0.260
O -0.23170 0.26067 2.00875 -0.604
H 1.14821 -1.76351 1.29370 0.359
H 1.86388 -0.52055 0.55489 0.351
H -1.22655 -0.20339 0.26378 0.470
H -1.13411 0.08350 2.32059 0.459
```

The SMILES is N=C=N.NNO. As for the multiplicity: 1. The calculation puts the gap between HOMO and LUMO at 0.3563 Ha.

Formula: C4H7NO
Source: the Open Molecules 2025 dataset
Level of theory: ωB97M-V/def2-TZVPD

XYZ file:
```
13
Properties=species:S:1:pos:R:3:nbo_charge:R:1
C 0.32118 1.04449 -0.89821 -0.093
O 1.40026 0.42298 -0.14957 -0.553
C 0.95516 -0.60277 0.75648 -0.099
C -0.48471 -0.36215 0.68634 -0.129
N -1.75902 -0.72832 -0.14666 -0.533
C -0.47341 -0.15570 -0.75656 -0.109
H 0.71422 1.06119 -1.87204 0.210
H -0.00433 1.97013 -0.25054 0.199
H 1.21945 -1.56270 0.41411 0.176
H 1.24784 -0.67025 1.70092 0.196
H -0.81187 0.55105 1.28619 0.166
H -2.43329 -0.01528 0.36701 0.365
H 0.10851 -0.95267 -1.13747 0.203
```

The SMILES is C1OC[C@@H]2N[C@@H]12. As for the multiplicity: 1. The calculation puts the gap between HOMO and LUMO at 0.3639 Ha.

Formula: CH3O4S2
Source: the Open Molecules 2025 dataset
Level of theory: ωB97M-V/def2-TZVPD

XYZ file:
```
10
Properties=species:S:1:pos:R:3:nbo_charge:R:1
C 1.52525 0.82052 1.45795 0.188
O -1.89259 0.25453 -0.67629 -0.918
O -2.07095 -1.53877 -2.32784 -0.938
O 0.19934 -0.96884 -1.29524 -0.937
O 1.89822 -0.11755 0.72997 -0.704
S -0.03852 1.43508 1.81478 -0.487
S -1.40000 -1.31489 -1.03884 1.691
H 2.42361 1.34439 1.97851 0.086
H -1.31168 0.61951 -0.04799 0.496
H 0.66731 -0.53399 -0.59501 0.524
```

As for the multiplicity: 1. Its charge is -1. The calculation puts the gap between HOMO and LUMO at 0.3017 Ha.

Formula: C4H6O2S
Source: the Open Molecules 2025 dataset
Level of theory: ωB97M-V/def2-TZVPD

XYZ file:
```
13
Properties=species:S:1:pos:R:3:nbo_charge:R:1
C 0.53985 -1.65195 -0.07068 -0.733
S 1.06631 -0.35671 1.09969 0.257
C 1.80780 0.76868 -0.01600 -0.742
C 3.07307 0.49679 -0.27213 0.741
O 4.21041 0.28394 -0.28244 -0.433
H -0.55187 -1.90146 0.15285 0.220
H 1.00559 -2.53737 0.01145 0.206
H 0.70033 -1.31806 -1.11266 0.238
H 1.38846 1.70600 -0.21614 0.250
C -1.23817 2.01471 0.17969 0.269
O -1.52185 1.71167 -0.92692 -0.496
H -1.49353 1.22384 0.87852 0.111
H -0.77559 2.90914 0.55339 0.112
```

The SMILES is CSC=C=O.C=O. As for the multiplicity: 1. The calculation puts the gap between HOMO and LUMO at 0.3500 Ha.

Formula: C4H6N3O
Source: the Open Molecules 2025 dataset
Level of theory: ωB97M-V/def2-TZVPD

XYZ file:
```
14
Properties=species:S:1:pos:R:3:nbo_charge:R:1
O -3.19098 -0.17358 -0.59450 -0.163
N -2.05582 0.12446 -0.65347 0.137
C -1.21128 0.09100 0.57948 -0.276
C -0.69280 -1.31071 0.84252 0.233
N 0.16576 -1.82730 0.06681 -0.404
C 0.50383 -1.15850 -1.02711 0.397
N 0.76754 0.06889 -0.92354 -0.458
C 0.14476 0.79236 0.13482 -0.272
H -1.78054 0.46333 1.47696 0.290
H -1.09270 -1.95758 1.64328 0.246
H 0.51709 -1.72530 -1.95740 0.253
H 1.15901 0.53203 -1.79628 0.461
H -0.14659 1.80592 -0.32704 0.276
H 0.97657 1.09250 0.94922 0.280
```

The SMILES is O=N[C@H]1C=NC=[NH+]C1. As for the multiplicity: 1. Its charge is +1. The calculation puts the gap between HOMO and LUMO at 0.3043 Ha.

Formula: C5H12O3
Source: the Open Molecules 2025 dataset
Level of theory: ωB97M-V/def2-TZVPD

XYZ file:
```
20
Properties=species:S:1:pos:R:3:lowdin_spin:R:1
C 1.79689 1.19652 -1.82150 0.107
O 2.33162 0.94066 -3.04368 0.802
C 0.26153 1.06574 -1.70447 0.004
C -0.15376 0.87411 -0.25887 0.001
C -0.05733 -0.62425 0.20301 0.001
C -1.38502 -1.23168 0.63344 0.000
O -1.24338 -2.24337 1.58273 0.000
H 2.28916 0.57356 -1.06281 0.025
H 2.10206 2.24730 -1.59849 0.059
H -0.15345 1.93133 -2.21756 0.000
H 0.12982 0.13577 -2.26206 0.000
H -1.18512 1.17755 -0.07420 0.000
H 0.52220 1.40399 0.41035 0.000
H 0.58781 -0.62135 1.07600 0.000
H 0.47106 -1.19070 -0.57638 0.000
H -1.96947 -1.61389 -0.22744 0.000
H -2.00884 -0.45860 1.10503 0.000
H -0.17963 -0.74117 3.44629 0.000
H -1.11577 -1.74263 2.65606 0.000
O -1.04037 -1.07890 3.73457 0.000
```

As for the multiplicity: 2. Its charge is -1. Its expectation value of S² is 0.7540. The calculation puts the gap between HOMO and LUMO (alpha / beta) at 0.2544 / 0.1717 Ha.

Energy relative to the best compared isomer or geometry (same formula, charge and spin): 3.404 0.000 0.000 6.227 6.731 0.166 2.538 3.402 1.666 (eV)